{"formula": "C17H30N2O2", "method": "the ωB97M-V functional and the def2-TZVPD basis", "homo_energy_ha": -0.3340, "homo_lumo_gap_ev": 9.7, "e_tot_ha": -925.832561, "largest_force_ha_per_bohr": 0.0129, "smiles": "CC(C)(CNC(=O)C1CCCC1)CNC(=O)C1CCCC1", "elements": ["C", "C", "C", "C", "N", "C", "O", "C", "C", "C", "C", "C", "C", "N", "C", "O", "C", "C", "C", "C", "C", "H", "H", "H", "H", "H", "H", "H", "H", "H", "H", "H", "H", "H", "H", "H", "H", "H", "H", "H", "H", "H", "H", "H", "H", "H", "H", "H", "H", "H", "H"], "coordinates": [[-2.6841, -3.8731, -0.4721], [-1.8969, -2.6209, -0.0767], [-1.8901, -2.4800, 1.4459], [-0.4533, -2.7715, -0.6172], [0.5441, -1.9934, 0.0831], [1.1739, -0.9199, -0.4310], [0.8906, -0.4523, -1.5209], [2.2694, -0.3680, 0.4681], [3.4933, -1.3066, 0.4579], [4.6783, -0.3640, 0.6397], [4.2995, 0.8227, -0.2412], [2.7950, 1.0000, -0.0057], [-2.5983, -1.3996, -0.7113], [-1.8376, -0.1815, -0.6213], [-2.1047, 0.7921, 0.2732], [-3.0508, 0.7552, 1.0354], [-1.0930, 1.9332, 0.2228], [-1.4845, 3.1094, 1.1353], [-1.6085, 4.3295, 0.2182], [-0.6803, 4.0051, -0.9487], [-0.9547, 2.5244, -1.1926], [-2.2902, -4.7502, 0.0364], [-2.6257, -4.0413, -1.5452], [-3.7300, -3.7611, -0.1988], [-1.3336, -3.2933, 1.9091], [-2.9092, -2.5043, 1.8225], [-1.4529, -1.5304, 1.7438], [-0.4165, -2.4693, -1.6665], [-0.1622, -3.8251, -0.5494], [0.7980, -2.3097, 1.0047], [1.8720, -0.2927, 1.4851], [3.4383, -2.0716, 1.2320], [3.5663, -1.8018, -0.5126], [5.6233, -0.8211, 0.3496], [4.7490, -0.0513, 1.6831], [4.8623, 1.7222, 0.0026], [4.4871, 0.5740, -1.2863], [2.2842, 1.2990, -0.9206], [2.6103, 1.7600, 0.7534], [-2.8016, -1.6101, -1.7664], [-3.5442, -1.2219, -0.1934], [-1.0094, -0.1105, -1.1978], [-0.1314, 1.5144, 0.5359], [-2.4207, 2.8852, 1.6463], [-0.7170, 3.2766, 1.8916], [-1.3407, 5.2558, 0.7250], [-2.6324, 4.4218, -0.1462], [-0.8763, 4.6172, -1.8282], [0.3602, 4.1485, -0.6510], [-0.1678, 2.0378, -1.7670], [-1.8968, 2.4124, -1.7328]]}